1.
Density functional theory data (wB97M-V/def2-TZVPD) for the molecule C4H10O2 at a distorted geometry.

ORCA input file:
```
! wB97M-V def2-TZVPD RIJCOSX def2/J DEFGRID3
* xyz 0 1
C -1.497 -0.622 0.658
C 0.456 0.525 0.363
C 0.959 -0.530 1.335
C 0.258 0.886 -2.109
H -2.585 -0.689 0.284
H -0.887 -1.455 -0.116
H -1.489 -0.979 1.832
H 0.834 1.536 0.316
H 0.380 -1.476 1.123
H 2.048 -0.966 1.013
H 1.123 -0.105 2.294
H 0.440 0.183 -2.924
H 0.920 1.740 -1.958
H -0.800 1.177 -1.727
O -0.968 0.819 0.582
O 0.808 -0.043 -0.967
*
```

Energy relative to the best compared isomer or geometry (same formula, charge and spin) (eV): 4.183
LUMO energy (Ha): 0.037
SMILES: COC(C)OC

The net atomic charges from Mulliken, expressed in e, are: -0.657, 0.131, -1.080, -0.654, 0.278, 0.264, 0.223, 0.522, 0.330, 0.289, 0.318, 0.267, 0.265, 0.273, -0.399, -0.369

2.
Density functional theory data (wB97M-V/def2-TZVPD) for a structure of composition C4H10O2 at a distorted geometry.

ORCA input file:
```
! wB97M-V def2-TZVPD RIJCOSX def2/J DEFGRID3
* xyz 0 1
C -0.879 1.522 -0.241
C -0.130 -0.487 0.366
C -1.235 -1.299 -0.118
C 2.096 0.071 0.098
H -0.773 2.514 0.111
H -0.492 1.600 -1.413
H -1.900 1.192 -0.494
H 0.156 -0.978 1.263
H -2.029 -0.693 -0.876
H -0.813 -2.226 -0.551
H -1.961 -1.783 0.909
H 2.964 -0.447 -0.472
H 2.190 -0.580 1.074
H 2.114 1.179 0.173
O -0.278 0.740 0.778
O 0.971 -0.324 -0.608
*
```

Energy relative to the best compared isomer or geometry (same formula, charge and spin) (eV): 4.175
LUMO energy (Ha): 0.036

The net atomic charges from Mulliken, expressed in e, are: -0.829, 0.399, -1.082, -0.628, 0.356, 0.250, 0.293, 0.406, 0.266, 0.339, 0.250, 0.252, 0.272, 0.232, -0.375, -0.400

3.
Density functional theory data (wB97M-V/def2-TZVPD) for a cluster of 2 separate species, C4H10O2 in total.

ORCA input file:
```
! wB97M-V def2-TZVPD RIJCOSX def2/J DEFGRID3
* xyz 0 1
C -2.530 -0.341 0.183
C -1.955 0.714 0.754
C 0.997 -0.918 -0.642
O 0.117 -0.582 -1.686
C 1.738 0.273 -0.059
O 2.648 0.758 -1.021
H -3.260 -0.233 -0.615
H -0.620 -0.097 -1.288
H -2.298 -1.357 0.495
H -2.189 1.731 0.446
H -1.232 0.603 1.560
H 0.473 -1.436 0.180
H 1.731 -1.613 -1.061
H 2.255 -0.050 0.861
H 1.004 1.046 0.227
H 3.077 1.543 -0.661
*
```

Energy relative to the best compared isomer or geometry (same formula, charge and spin) (eV): 1.921
LUMO energy (Ha): 0.033
SMILES: OCCO.C=C

The net atomic charges from Mulliken, expressed in e, are: -0.605, -0.417, -0.510, -0.517, -0.228, -0.511, 0.286, 0.302, 0.246, 0.243, 0.266, 0.274, 0.333, 0.288, 0.245, 0.306

4.
Density functional theory data (wB97M-V/def2-TZVPD) for the molecule C4H10O2.

ORCA input file:
```
! wB97M-V def2-TZVPD RIJCOSX def2/J DEFGRID3
* xyz 0 1
C -0.763 2.425 0.234
O 0.041 1.332 0.602
C -0.548 0.077 0.315
C 0.593 -0.909 0.100
C 0.097 -2.258 -0.383
O 1.465 -0.387 -0.882
H -0.937 2.440 -0.852
H -1.737 2.405 0.743
H -0.227 3.332 0.524
H -1.146 0.139 -0.608
H -1.209 -0.240 1.138
H 1.128 -1.028 1.058
H 0.949 -2.915 -0.584
H -0.466 -2.139 -1.315
H -0.545 -2.737 0.363
H 1.585 0.544 -0.640
*
```

Energy relative to the best compared isomer or geometry (same formula, charge and spin) (eV): 0.985
LUMO energy (Ha): 0.037
SMILES: COC[C@@H](C)O

The net atomic charges from Mulliken, expressed in e, are: -0.712, -0.344, -0.653, 0.469, -1.348, -0.564, 0.321, 0.289, 0.250, 0.356, 0.327, 0.203, 0.337, 0.351, 0.360, 0.360

5.
Density functional theory data (wB97M-V/def2-TZVPD) for the molecule C4H10O2.

ORCA input file:
```
! wB97M-V def2-TZVPD RIJCOSX def2/J DEFGRID3
* xyz 0 1
C 2.367 -0.448 -0.238
O 1.104 -1.062 -0.382
C 0.023 -0.212 -0.742
C -0.741 0.231 0.507
C -2.082 0.872 0.196
O -0.991 -0.906 1.306
H 3.117 -1.246 -0.279
H 2.558 0.250 -1.063
H 2.486 0.090 0.716
H -0.638 -0.812 -1.378
H 0.379 0.650 -1.328
H -0.113 0.955 1.057
H -2.618 1.054 1.132
H -2.695 0.199 -0.414
H -1.969 1.827 -0.329
H -0.187 -1.443 1.240
*
```

Energy relative to the best compared isomer or geometry (same formula, charge and spin) (eV): 1.057
LUMO energy (Ha): 0.036
SMILES: COC[C@@H](C)O

The net atomic charges from Mulliken, expressed in e, are: -0.654, -0.390, -0.590, 0.489, -1.367, -0.553, 0.242, 0.302, 0.274, 0.316, 0.361, 0.146, 0.336, 0.348, 0.365, 0.374

6.
Density functional theory data (wB97M-V/def2-TZVPD) for a cluster of 2 separate species, C4H10O2 in total at a distorted geometry.

ORCA input file:
```
! wB97M-V def2-TZVPD RIJCOSX def2/J DEFGRID3
* xyz 0 1
C 1.712 -0.622 1.254
C -0.899 -0.503 0.102
O -1.557 -1.398 0.994
C 0.313 -0.893 -0.739
C 1.548 -0.713 -0.245
H 0.809 -0.873 1.823
H 1.952 0.380 1.620
H 2.348 -1.424 1.627
H -0.609 0.414 0.635
H -1.656 -0.079 -0.573
H -1.761 -2.178 0.467
H -0.089 -1.449 -1.569
H 2.422 -0.350 -0.780
H -1.334 2.890 -2.227
H -1.966 3.303 -0.900
O -1.230 3.496 -1.488
*
```

Energy relative to the best compared isomer or geometry (same formula, charge and spin) (eV): 2.648
LUMO energy (Ha): 0.024
SMILES: C/C=C\CO.O

The net atomic charges from Mulliken, expressed in e, are: -1.054, -0.776, -0.501, -0.225, -0.182, 0.305, 0.290, 0.344, 0.376, 0.375, 0.332, 0.366, 0.356, 0.314, 0.317, -0.636

Q: Which of these has the lowest LUMO energy?
A: number 6